ORCA calculation (ωB97M-V with the def2-TZVPD basis set) on C17H12Br2Cl6N3O2PbS2 as an isolated structure.

The geometry in XYZ format:
```
45
Properties=species:S:1:pos:R:3:forces:R:3
Pb -0.1144 -0.0820 -0.5842 0.0 0.1 -0.1
C -3.2053 4.9146 -1.1093 0.0 0.1 0.1
S -3.2850 4.0354 0.4550 0.0 0.0 0.0
C -2.6115 2.4432 0.0637 0.1 0.0 0.0
S -2.1234 2.0633 -1.5123 0.0 0.0 0.0
N -2.6167 1.7183 1.1608 0.0 0.0 0.0
N -2.0320 0.4992 1.0712 0.0 -0.1 0.0
C -2.3426 -0.3082 2.0145 0.0 0.0 0.0
C -1.7852 -1.6587 2.0920 0.0 0.0 0.0
C -2.0337 -2.4535 3.2114 0.0 0.0 0.0
C -1.4835 -3.7182 3.2715 0.0 0.0 0.0
C -0.7014 -4.1648 2.2145 0.0 0.0 0.0
C -0.5067 -3.3099 1.1428 0.0 0.0 0.0
N -1.0377 -2.0949 1.0765 0.0 0.0 0.0
H -3.6199 5.8994 -0.8867 0.0 0.0 -0.1
H -2.1805 5.0143 -1.4575 0.0 0.0 0.0
H -3.7954 4.4241 -1.8792 0.0 0.0 0.0
H -3.0313 0.0176 2.7914 0.0 0.0 0.0
H -2.6357 -2.0616 4.0204 0.0 0.0 0.0
H -1.6536 -4.3483 4.1353 0.0 0.0 0.0
H -0.2443 -5.1441 2.2212 0.0 0.0 0.0
H 0.1124 -3.6050 0.3020 0.0 0.0 0.0
Cl 2.2304 -2.4007 -1.5103 0.0 0.0 0.0
C 2.6084 -1.9571 0.1552 0.0 0.0 0.1
C 1.7880 -1.0510 0.7944 0.0 0.0 0.0
C 2.0757 -0.8298 2.1327 0.0 0.0 0.0
Cl 1.0371 0.2273 3.0491 0.0 0.0 0.0
C 3.1398 -1.4391 2.7937 0.0 0.0 0.0
Cl 3.4543 -1.1300 4.4659 0.0 0.0 0.0
C 3.9612 -2.3217 2.0938 0.0 0.0 0.0
Cl 5.2936 -3.0860 2.8839 0.0 0.0 0.0
C 3.6901 -2.5953 0.7579 0.0 0.0 0.0
Cl 4.6842 -3.7130 -0.1120 0.0 0.0 0.0
Br 1.9250 0.9218 -3.3719 0.0 0.0 0.1
C 2.0556 -0.5714 -4.5633 0.0 0.0 0.0
Br 0.4396 -1.6362 -4.6298 0.0 0.0 0.0
H 2.8487 -1.2213 -4.2153 0.0 0.0 0.0
H 2.2380 -0.2116 -5.5675 0.0 0.0 0.0
Cl 0.5787 4.1841 2.1980 0.0 0.0 0.0
C 1.2811 4.1214 0.5621 0.0 0.0 0.0
C 1.1453 2.7883 -0.1766 0.1 0.0 0.0
O 1.6393 2.7760 -1.3060 0.0 0.0 0.0
O 0.5658 1.8437 0.4355 0.0 0.0 0.0
H 2.3390 4.3575 0.6447 0.0 0.0 0.0
H 0.7983 4.8868 -0.0403 0.0 0.0 0.0
```
Forces are in eV/Å.

The value obtained for the HOMO-LUMO gap is 6.83 eV. The total charge is -1. Its multiplicity is 1.

=====

ORCA calculation (ωB97M-V with the def2-TZVPD basis set) on C15H20BiNO3 as an isolated structure.

The geometry in XYZ format:
```
40
Properties=species:S:1:pos:R:3:forces:R:3
Bi 1.7586 -0.1822 1.2174 1.3 -1.2 -0.2
C 0.1944 -2.4556 2.2569 -2.6 -0.8 -0.5
C 0.1081 -1.0847 2.6915 1.2 0.5 0.0
C -1.1429 -0.5315 2.2536 -0.5 -1.1 -0.1
H 0.7639 -0.6226 3.4450 -0.6 -0.4 0.1
C -1.8586 -1.5551 1.6395 -0.4 -0.3 -0.3
C -1.0644 -2.7601 1.6310 1.5 1.1 1.0
H -1.3745 -3.7304 1.2443 0.2 0.4 -0.1
H 0.9892 -3.1648 2.4525 0.0 0.3 -0.1
H -1.4902 0.4611 2.4436 0.0 0.4 0.0
H -2.8896 -1.4867 1.1959 1.3 0.1 0.5
C 1.8109 -1.8247 -1.9858 0.6 0.6 -0.1
C 0.9156 -2.9030 -1.8976 -0.4 -0.5 0.1
C -0.3933 -2.4489 -2.2325 1.3 1.1 0.0
H 1.1831 -3.9290 -1.5878 -0.2 0.7 -0.2
C -0.2663 -1.0577 -2.5356 -0.5 0.3 -0.2
C 1.0923 -0.6636 -2.4150 -0.7 -1.5 0.5
H 1.4941 0.3144 -2.5753 0.2 0.4 -0.1
H 2.8961 -1.8452 -1.7721 -0.8 -0.1 -0.1
H -1.3069 -3.0092 -2.2051 -0.3 -0.2 0.0
H -1.0990 -0.3696 -2.8039 0.6 -0.6 0.2
O 2.0435 1.7592 2.4931 2.0 -3.3 0.8
C -1.4643 2.4592 -1.0011 1.3 0.4 1.7
C -0.6925 2.9272 0.0405 -1.5 1.1 -0.9
C -2.7313 1.7197 -0.7524 -0.4 0.9 0.3
C -1.0958 2.6939 -2.4216 0.9 1.4 -0.4
C 1.4199 2.7583 2.0633 -1.3 2.6 -0.1
H -1.0948 2.9369 1.0826 0.4 -0.5 -1.0
H 0.1671 3.6487 -0.0853 -0.9 -1.3 -0.2
H 1.9706 3.4875 1.4208 -0.5 -0.1 0.3
H 0.6278 3.0950 2.7722 0.0 0.5 -0.8
H -3.5661 2.2742 -1.2106 0.1 0.1 0.1
H -2.8764 1.7222 0.3287 -0.3 -0.6 -0.1
H -2.7771 0.7478 -1.2259 0.3 -0.5 0.3
H -1.6204 3.6071 -2.8027 0.3 -0.5 0.3
H -1.3531 1.9115 -3.1418 0.3 -0.2 0.4
H -0.0028 2.9330 -2.3971 -0.8 -0.3 -0.7
O 5.2878 -2.2363 1.4180 2.5 -0.2 1.5
N 4.2187 -2.0511 0.9473 -2.4 0.2 -2.0
O 3.2190 -1.5450 2.0111 -1.3 1.1 0.1
```
Forces are in eV/Å.

The value obtained for the HOMO-LUMO gap (alpha / beta) is 3.79 / 5.28 eV. The total charge is -2. Its multiplicity is 1.

=====

ORCA calculation (ωB97M-V with the def2-TZVPD basis set) on C5H12N2O as an isolated structure.

The geometry in XYZ format:
```
20
Properties=species:S:1:pos:R:3:forces:R:3
C 1.8130 0.4327 -0.4847 0.2 0.3 -2.7
C 0.7214 -1.5728 1.3783 -0.2 0.3 -0.2
C 1.3252 0.0646 -1.7382 2.2 1.0 1.0
O 0.4978 -0.2166 1.0070 -1.9 -0.4 0.5
H 1.6832 1.4510 -0.1450 -0.2 -0.1 0.2
H 2.6249 -0.1119 -0.0202 -0.4 -0.3 0.2
H 0.8490 -2.2102 0.4977 0.2 0.0 0.0
H 1.6165 -1.5985 2.0000 0.0 0.0 -0.1
H -0.1248 -1.9570 1.9454 0.0 0.0 0.2
H -0.1742 -0.2807 -1.4915 -2.4 -1.5 2.1
H 1.0578 0.8633 -2.4212 -0.5 0.1 0.2
H 1.8149 -0.7710 -2.2273 -0.3 -0.3 0.1
N -2.4229 1.8327 0.0902 0.0 -0.1 0.3
C -1.3681 1.2041 0.7803 -0.4 -0.3 -0.3
N -1.1275 -0.6871 -0.7232 1.3 0.9 -2.4
C -0.8639 0.0218 0.4109 2.3 0.5 0.9
H -2.9062 1.1863 -0.5202 0.1 0.0 -0.1
H -3.0848 2.2852 0.7073 0.1 0.0 0.0
H -1.0067 -1.6898 -0.6428 0.0 0.1 0.1
H -0.9245 1.7538 1.5973 0.1 0.0 0.0
```
Forces are in eV/Å.

The value obtained for the HOMO-LUMO gap is 8.04 eV. Its multiplicity is 1.

=====

ORCA calculation (ωB97M-V with the def2-TZVPD basis set) on one molecule with the formula C5H9NO.

The geometry in XYZ format:
```
16
Properties=species:S:1:pos:R:3:forces:R:3
C 0.6964 -1.7974 1.1934 0.0 -0.1 0.0
C 1.1876 -0.3733 1.0997 0.1 0.1 0.1
O 2.1895 0.0124 1.6661 -0.3 -0.1 -0.2
C 0.3887 0.5960 0.2763 0.2 0.1 0.1
C -1.0917 0.7392 0.4142 -0.2 0.1 0.2
N -0.5214 0.0880 -0.7368 0.0 -0.1 -0.1
C -0.5686 0.8165 -1.9994 0.0 0.1 -0.1
H 1.4279 -2.3886 1.7469 -0.1 0.1 -0.1
H -0.2696 -1.8378 1.7108 0.1 0.0 -0.1
H 0.5362 -2.2101 0.1933 0.0 0.1 0.1
H 0.9357 1.5150 0.0595 -0.1 -0.2 0.0
H -1.4966 1.7457 0.2975 0.1 -0.1 0.0
H -1.6482 0.0977 1.0960 0.1 0.1 -0.1
H -1.6038 1.0872 -2.2285 0.1 -0.1 0.0
H -0.1975 0.1731 -2.8015 0.0 0.1 0.1
H 0.0355 1.7362 -1.9875 -0.1 -0.1 0.1
```
Forces are in eV/Å.

The value obtained for the HOMO-LUMO gap is 10.31 eV. Its multiplicity is 1.

=====

Question: multiplicity of number 4 (C5H9NO)?
Answer: 1

=====

Question: Number 3 is which compound?
Answer: C5H12N2O

=====

Please write out number 4 again, unchanged.
ORCA calculation (ωB97M-V with the def2-TZVPD basis set) on one molecule with the formula C5H9NO.

The geometry in XYZ format:
```
16
Properties=species:S:1:pos:R:3:forces:R:3
C 0.6964 -1.7974 1.1934 0.0 -0.1 0.0
C 1.1876 -0.3733 1.0997 0.1 0.1 0.1
O 2.1895 0.0124 1.6661 -0.3 -0.1 -0.2
C 0.3887 0.5960 0.2763 0.2 0.1 0.1
C -1.0917 0.7392 0.4142 -0.2 0.1 0.2
N -0.5214 0.0880 -0.7368 0.0 -0.1 -0.1
C -0.5686 0.8165 -1.9994 0.0 0.1 -0.1
H 1.4279 -2.3886 1.7469 -0.1 0.1 -0.1
H -0.2696 -1.8378 1.7108 0.1 0.0 -0.1
H 0.5362 -2.2101 0.1933 0.0 0.1 0.1
H 0.9357 1.5150 0.0595 -0.1 -0.2 0.0
H -1.4966 1.7457 0.2975 0.1 -0.1 0.0
H -1.6482 0.0977 1.0960 0.1 0.1 -0.1
H -1.6038 1.0872 -2.2285 0.1 -0.1 0.0
H -0.1975 0.1731 -2.8015 0.0 0.1 0.1
H 0.0355 1.7362 -1.9875 -0.1 -0.1 0.1
```
Forces are in eV/Å.

The value obtained for the HOMO-LUMO gap is 10.31 eV. Its multiplicity is 1.